# C18H8N2O5

An isolated molecule of C18H8N2O5 in a non-equilibrium geometry (ωB97M-V/def2-TZVPD, the OMol25 dataset).

Each line ends with the Mulliken charge.
Atoms and positions in Å:
O1 -1.21027 1.56722 3.93134  -0.45
C1 -1.39374 0.53265 3.42905  0.32
C2 -2.48986 -0.25023 3.84391  -0.77
C3 -3.03856 -1.11128 2.87622  -0.59
C4 -2.55975 -1.12659 1.54689  0.46
O2 -3.30833 -1.81247 0.52312  -0.63
C5 -1.37043 -0.47985 1.22557  -0.10
C6 -0.84214 -0.57225 -0.02866  0.65
N1 -1.38642 -1.12124 -1.12932  -0.80
C7 -0.46527 -0.88972 -2.19467  -0.50
C8 -0.44885 -1.34317 -3.57291  -0.60
C9 0.62184 -0.94363 -4.40106  -0.74
C10 1.59385 -0.00194 -4.01328  0.83
O3 2.51064 0.51860 -4.95350  -0.57
C11 1.63941 0.50348 -2.71292  -0.66
C12 0.58489 -0.09674 -1.78064  0.44
C13 0.41389 0.05202 -0.32629  0.53
C14 1.07655 0.75277 0.68333  0.98
C15 2.33574 1.30871 0.67131  -0.10
O4 3.21669 0.78949 0.00222  -0.56
N2 2.56247 2.00402 1.85860  -0.19
C16 1.53102 1.61757 2.68362  0.10
O5 1.66017 1.46877 3.93457  -0.59
C17 0.57363 0.83668 1.95327  -0.04
C18 -0.74590 0.27394 2.20804  0.32
H1 -2.90756 -0.10677 4.78931  0.51
H2 -3.95491 -1.70405 3.14570  0.36
H3 -2.67326 -1.59539 -0.19662  0.72
H4 -1.27943 -2.05670 -3.76002  0.37
H5 0.65690 -1.22736 -5.48772  0.34
H6 3.21736 1.01705 -4.49816  0.31
H7 2.33281 1.26311 -2.40908  0.33
H8 3.54683 1.93329 2.15875  0.34

Computed properties:
Molar mass ... 332.3 u
LUMO ... -3.086 eV
Kohn-Sham gap ... 5.02 eV
Charge ... 0
Highest occupied orbital energy ... -8.108 eV
Calculated total energy ... -1176.3459 Ha
SMILES ... O=c1ccc(O)c2c3nc4ccc(O)cc4c3c3c(=O)[nH]c(=O)c3c12

***

# C19H10CrN5O4S

C19H10CrN5O4S as an isolated structure (ωB97M-V/def2-TZVPD, the OMol25 dataset).

Each line ends with the Mulliken charge.
Atoms and positions in Å:
Cr1 0.10415 -0.15209 0.59671  0.81
S1 2.91828 -5.06662 -4.56854  0.20
N1 1.45275 -4.99164 -3.90520  -0.65
C1 1.44193 -3.92395 -3.12375  0.75
C2 0.32264 -3.47485 -2.32179  0.76
C3 -0.91282 -4.12629 -2.30001  -0.56
C4 -1.92240 -3.61683 -1.51568  -0.75
C5 -1.67128 -2.47455 -0.76147  -0.20
N2 -0.49926 -1.84957 -0.76679  -0.26
C6 0.49310 -2.33090 -1.54027  -0.22
C7 1.76160 -1.58983 -1.55053  -0.29
N3 1.83718 -0.47924 -0.79062  -0.26
C8 2.95657 0.23546 -0.80396  -0.19
C9 4.06898 -0.11742 -1.56188  -0.77
C10 4.00948 -1.25563 -2.33329  -0.54
C11 2.83447 -2.01116 -2.33761  0.72
C12 2.66624 -3.21178 -3.13024  0.75
N4 3.58257 -3.75214 -3.91706  -0.65
H1 -1.05367 -5.01423 -2.90189  0.54
H2 -2.89628 -4.08209 -1.47452  0.43
H3 -2.44490 -2.04477 -0.13750  0.44
H4 2.96567 1.12965 -0.19327  0.45
H5 4.95287 0.50271 -1.53550  0.43
H6 4.84659 -1.57586 -2.93927  0.54
O1 -0.21999 0.31558 2.49848  -0.64
C13 -0.81227 1.33558 2.91653  0.13
C14 -1.37733 2.37171 2.13098  0.18
C15 -2.01443 3.42501 2.82272  -0.43
C16 -2.57341 4.44761 2.12211  -0.44
C17 -2.52841 4.48314 0.71856  -0.40
C18 -1.91543 3.47622 0.02746  -0.65
C19 -1.32048 2.38364 0.70271  0.88
O2 -0.75793 1.45052 0.00025  -0.83
N5 -3.23832 5.53811 2.84816  1.02
O3 -3.24653 5.47754 4.06076  -0.61
O4 -3.71402 6.43568 2.18501  -0.61
H7 -0.90234 1.43304 4.00315  0.39
H8 -2.06245 3.42379 3.90364  0.53
H9 -2.98642 5.31738 0.20620  0.51
H10 -1.87012 3.48266 -1.05242  0.45

Computed properties:
Molar mass ... 456.4 u
LUMO (alpha / beta) ... -4.050 / -4.006 eV
Kohn-Sham gap (alpha / beta) ... 7.39 / 7.89 eV
Charge ... +1
Highest occupied orbital energy (alpha / beta) ... -11.441 / -11.896 eV
Calculated total energy ... -2747.2454 Ha
Energy above the lowest of the compared OMol25 structures with the same formula, charge and spin ... 0.0 kcal/mol
Spin multiplicity ... 5